2 unconnected molecules or ions with the total composition C11H24ClN2O2P. Source: the OMol25 dataset; level of theory: the ωB97M-V functional and the def2-TZVPD basis.

Output
Maximum force = 3.88 eV/Å
Frontier orbital gap = 8.82 eV
DFT total energy = -40681.30165 eV
Charge = 0

Last column: Löwdin charge in e.
Atoms and positions in Å:
C  3.11  -1.96  1.14  -0.1285
C  2.02  -1.85  2.32  -0.3273
N  0.62  -2.06  1.86  -0.2625
P  0.14  -0.98  0.57  0.9902
C  -1.32  -1.85  -0.31  -0.3733
C  -2.67  -1.85  0.54  -0.7131
C  -2.64  -2.87  1.78  -0.1559
Cl  -4.01  -2.49  -0.58  0.4969
N  -0.53  0.56  1.16  -0.2610
C  -0.87  0.54  2.62  -0.1417
C  0.28  1.70  0.78  -0.4579
C  0.44  3.05  1.61  -0.0193
O  0.88  1.65  -0.33  -0.0532
H  3.89  -2.73  1.46  0.0698
H  3.63  -0.96  1.07  0.0714
H  2.67  -2.33  0.16  0.0584
H  2.10  -0.89  2.92  0.0963
H  2.25  -2.72  3.04  0.1109
H  -0.06  -2.11  2.63  0.0449
H  -1.45  -1.46  -1.37  0.0822
H  -0.99  -2.95  -0.39  0.0872
H  -2.92  -0.79  0.83  0.0898
H  -3.65  -3.40  1.90  0.0678
H  -1.87  -3.69  1.58  0.0812
H  -2.35  -2.36  2.77  0.0611
H  -1.40  -0.42  2.92  0.0599
H  0.02  0.81  3.27  0.0854
H  -1.64  1.38  2.78  0.1033
H  1.28  3.65  1.13  0.0960
H  -0.49  3.71  1.57  0.0943
H  0.74  2.82  2.69  0.0777
C  0.57  2.50  -3.14  -0.0374
C  1.08  2.22  -4.52  -0.5026
C  0.06  2.10  -5.63  -0.0314
O  2.27  2.10  -4.75  0.0612
H  1.41  2.57  -2.45  0.0678
H  0.03  3.45  -3.12  0.0872
H  -0.09  1.69  -2.81  0.0790
H  -0.50  3.03  -5.73  0.0823
H  -0.62  1.27  -5.42  0.0830
H  0.58  1.90  -6.57  0.0803